{
  "formula": "C18H19ClN4O5",
  "method": "ωB97M-V with the def2-TZVPD basis set",
  "smiles": "Cc1ccc(Oc2cc(NN3CCCCC3)c([N+](=O)[O-])cc2[N+](=O)[O-])c(Cl)c1",
  "e_homo_ev": -8.6,
  "charge": 0,
  "lumo_ev": -0.553,
  "species": ["C", "C", "C", "C", "C", "C", "C", "H", "H", "O", "C", "C", "C", "N", "N", "C", "C", "C", "C", "C", "H", "H", "H", "H", "H", "H", "H", "H", "H", "H", "H", "C", "C", "C", "N", "O", "O", "H", "N", "O", "O", "H", "Cl", "H", "H", "H", "H"],
  "coordinates": [[-4.308, -3.547, 1.207], [-3.661, -2.594, 0.252], [-2.364, -2.811, -0.195], [-1.770, -1.943, -1.096], [-2.464, -0.824, -1.558], [-3.766, -0.616, -1.120], [-4.355, -1.489, -0.229], [-5.368, -1.312, 0.099], [-4.300, 0.240, -1.502], [-1.953, 0.030, -2.506], [-0.778, 0.642, -2.313], [-0.193, 0.763, -1.069], [1.042, 1.400, -0.867], [1.573, 1.455, 0.357], [0.973, 0.822, 1.447], [1.429, -0.557, 1.607], [2.878, -0.653, 2.090], [3.041, 0.122, 3.396], [2.592, 1.568, 3.197], [1.157, 1.597, 2.664], [0.838, 2.622, 2.459], [0.479, 1.170, 3.407], [2.636, 2.114, 4.140], [3.264, 2.068, 2.495], [4.081, 0.093, 3.724], [2.429, -0.344, 4.172], [3.142, -1.702, 2.234], [3.546, -0.241, 1.331], [1.304, -1.067, 0.650], [0.760, -1.022, 2.335], [2.485, 1.905, 0.456], [1.692, 1.959, -2.007], [1.094, 1.852, -3.256], [-0.117, 1.216, -3.436], [-0.661, 1.148, -4.760], [-1.794, 0.742, -4.906], [0.057, 1.514, -5.670], [1.595, 2.275, -4.116], [2.946, 2.614, -1.932], [3.454, 3.016, -2.957], [3.476, 2.742, -0.829], [-0.692, 0.364, -0.201], [-0.168, -2.281, -1.668], [-1.808, -3.669, 0.147], [-3.564, -4.141, 1.731], [-4.913, -3.012, 1.935], [-4.964, -4.227, 0.663]],
  "mulliken_charge": [-1.4853, 0.8555, -0.7013, 0.7877, -0.1001, -0.7417, -0.6065, 0.3912, 0.4767, -0.4924, 0.5243, 0.1467, 0.7384, 0.0323, -0.3933, -0.4809, -0.6593, -0.6608, -0.6052, -0.6733, 0.4186, 0.3787, 0.3678, 0.2386, 0.3524, 0.3066, 0.3923, 0.2599, 0.0781, 0.4536, 0.3545, -1.3031, -0.0216, -0.9346, 1.0337, -0.6246, -0.6621, 0.6688, 1.1240, -0.6810, -0.7885, 0.9453, -0.1597, 0.4066, 0.3556, 0.3782, 0.3090]
}

***

{
  "formula": "C18H19CrN4O6",
  "method": "ωB97M-V with the def2-TZVPD basis set",
  "e_homo_ev": [-9.0, -8.5],
  "charge": 0,
  "lumo_ev": [-0.494, -0.319],
  "multiplicity": 2,
  "s_squared": 0.817,
  "species": ["Cr", "O", "C", "C", "N", "C", "C", "O", "O", "C", "C", "O", "O", "H", "H", "H", "H", "H", "H", "H", "H", "H", "O", "C", "N", "C", "C", "C", "C", "C", "C", "N", "C", "C", "C", "C", "C", "N", "H", "H", "H", "H", "H", "H", "H", "H", "H", "H"],
  "coordinates": [[0.114, 0.047, -0.088], [-0.534, -1.972, -2.250], [0.781, -2.249, -2.718], [1.601, -0.996, -2.898], [1.787, -0.161, -1.676], [1.790, 1.257, -2.096], [0.365, 1.593, -2.491], [0.136, 2.364, -3.401], [-0.522, 0.937, -1.778], [3.025, -0.489, -0.964], [2.960, -0.059, 0.496], [3.982, 0.091, 1.128], [1.735, 0.027, 0.962], [-0.907, -1.238, -2.748], [0.765, -2.769, -3.676], [1.229, -2.924, -1.993], [1.094, -0.390, -3.650], [2.579, -1.252, -3.318], [2.467, 1.450, -2.928], [2.093, 1.877, -1.255], [3.897, -0.033, -1.430], [3.170, -1.569, -0.981], [-3.509, 1.445, 0.876], [-2.324, 1.286, 0.667], [-1.673, 0.105, 0.517], [-2.436, -1.124, 0.614], [-1.461, -2.263, 0.669], [-1.845, -3.569, 0.927], [-0.879, -4.547, 1.020], [0.460, -4.200, 0.867], [0.767, -2.887, 0.601], [-0.171, -1.939, 0.478], [-1.357, 2.451, 0.641], [-1.795, 3.752, 0.722], [-0.851, 4.767, 0.739], [0.494, 4.438, 0.710], [0.847, 3.104, 0.636], [-0.060, 2.131, 0.570], [-3.101, -1.252, -0.243], [-3.076, -1.131, 1.496], [-2.895, -3.796, 1.075], [-1.159, -5.573, 1.224], [1.252, -4.932, 0.960], [1.791, -2.556, 0.515], [-2.859, 3.934, 0.779], [-1.158, 5.803, 0.782], [1.264, 5.197, 0.747], [1.885, 2.794, 0.647]],
  "lowdin_spin": [0.9703, 0.0071, 0.0001, 0.0002, -0.0065, -0.0004, 0.0030, 0.0066, 0.0090, 0.0009, 0.0029, 0.0005, 0.0120, 0.0000, 0.0002, 0.0000, 0.0000, -0.0001, -0.0004, 0.0000, -0.0003, 0.0000, 0.0034, 0.0015, -0.0097, -0.0012, 0.0013, 0.0003, -0.0002, 0.0000, 0.0002, 0.0041, 0.0027, -0.0006, 0.0031, -0.0013, 0.0010, -0.0092, -0.0003, 0.0000, 0.0001, 0.0000, 0.0000, 0.0000, -0.0001, 0.0002, -0.0002, 0.0001]
}

***

{
  "formula": "C18H19F24N2O5",
  "method": "ωB97M-V with the def2-TZVPD basis set",
  "e_homo_ev": -12.9,
  "charge": 1,
  "lumo_ev": -4.365,
  "species": ["C", "C", "N", "C", "O", "N", "O", "H", "H", "H", "H", "H", "H", "H", "C", "C", "C", "F", "F", "F", "F", "O", "C", "C", "F", "F", "F", "F", "H", "H", "H", "H", "C", "C", "C", "F", "F", "F", "F", "O", "C", "C", "F", "F", "F", "F", "H", "H", "H", "H", "C", "C", "C", "F", "F", "F", "F", "O", "C", "C", "F", "F", "F", "F", "H", "H", "H", "H"],
  "coordinates": [[-3.880, -4.833, -1.539], [-4.526, -3.717, -1.777], [-5.624, -3.243, -0.926], [-6.918, -2.894, -1.656], [-7.846, -3.915, -1.625], [-7.253, -5.295, -1.932], [-7.666, -6.046, -1.181], [-3.057, -5.102, -2.185], [-4.108, -5.504, -0.718], [-4.297, -3.048, -2.593], [-5.800, -3.896, -0.159], [-5.290, -2.374, -0.490], [-7.355, -2.052, -1.123], [-6.640, -2.576, -2.664], [-0.392, 0.052, -1.725], [-1.772, -0.600, -1.626], [-2.472, -0.633, -0.260], [-1.786, -1.341, 0.640], [-3.694, -1.265, -0.431], [-1.749, -1.856, -2.132], [-2.611, 0.139, -2.414], [0.733, -0.800, -1.690], [1.302, -1.211, -0.518], [1.239, -2.738, -0.342], [-0.038, -3.179, -0.410], [1.730, -3.043, 0.877], [0.786, -0.575, 0.548], [2.617, -0.908, -0.574], [-0.365, 0.485, -2.724], [-0.303, 0.881, -1.024], [-2.658, 0.375, 0.113], [1.833, -3.230, -1.113], [4.482, -1.621, 2.323], [5.543, -2.473, 1.615], [6.601, -3.180, 2.472], [7.337, -2.288, 3.159], [7.421, -3.872, 1.652], [6.141, -1.758, 0.644], [4.848, -3.489, 1.010], [4.686, -0.223, 2.374], [5.409, 0.383, 3.360], [6.661, 1.092, 2.816], [7.442, 0.227, 2.144], [7.360, 1.586, 3.859], [5.716, -0.461, 4.358], [4.628, 1.360, 3.884], [3.598, -1.734, 1.702], [4.234, -2.033, 3.303], [6.126, -3.877, 3.168], [6.365, 1.907, 2.153], [-2.113, 4.944, -1.348], [-1.638, 3.763, -0.492], [-1.577, 3.930, 1.031], [-0.715, 4.892, 1.382], [-1.149, 2.752, 1.555], [-0.455, 3.299, -0.944], [-2.566, 2.760, -0.688], [-1.126, 5.747, -1.952], [-0.551, 6.814, -1.312], [0.963, 6.622, -1.111], [1.205, 5.479, -0.437], [1.433, 7.657, -0.391], [-1.171, 7.096, -0.154], [-0.689, 7.886, -2.119], [-2.626, 4.477, -2.188], [-2.856, 5.535, -0.811], [-2.568, 4.154, 1.434], [1.463, 6.586, -2.080]],
  "mulliken_charge": [-0.8408, 0.0242, -0.0415, -0.2675, -0.2926, 0.3079, -0.1807, 0.2731, 0.2365, 0.3675, 0.4045, 0.3808, 0.3909, 0.3101, -1.0273, 0.8796, 0.2196, -0.2037, -0.3329, -0.2458, -0.3231, -0.4230, 0.9248, 0.1380, -0.2084, -0.2468, -0.2943, -0.2915, 0.4423, 0.5297, 0.1010, 0.2730, -0.3357, 0.9477, 0.0864, -0.2225, -0.2662, -0.2844, -0.3391, -0.4358, 0.7986, 0.2079, -0.2132, -0.2630, -0.2993, -0.2978, -0.0710, 0.4256, 0.2851, 0.2450, -0.9506, 1.1756, 0.0474, -0.2179, -0.2313, -0.2727, -0.3273, -0.4014, 0.7853, 0.1816, -0.2140, -0.2570, -0.2857, -0.2974, 0.4368, 0.3324, 0.2798, 0.2643]
}

***

{
  "formula": "C18H19F2NO",
  "method": "ωB97M-V with the def2-TZVPD basis set",
  "smiles": "Fc1ccccc1.Fc1ccccc1.c1ccncc1.CO",
  "e_homo_ev": -9.3,
  "charge": 0,
  "lumo_ev": 0.559,
  "de_lowest_kcal_mol": 0.0,
  "species": ["N", "C", "C", "C", "C", "C", "H", "H", "H", "H", "H", "C", "O", "H", "H", "H", "H", "F", "C", "C", "C", "C", "C", "C", "H", "H", "H", "H", "H", "F", "C", "C", "C", "C", "C", "C", "H", "H", "H", "H", "H"],
  "coordinates": [[2.877, 0.054, -2.102], [2.791, 0.831, -0.992], [1.664, 1.618, -0.756], [0.684, 1.736, -1.759], [0.777, 0.897, -2.878], [1.906, 0.115, -3.048], [3.642, 0.884, -0.329], [1.667, 2.219, 0.141], [-0.126, 2.441, -1.644], [-0.027, 0.741, -3.583], [1.973, -0.615, -3.841], [-6.751, 2.174, 0.058], [-7.988, 2.620, -0.495], [-6.414, 2.924, 0.773], [-7.033, 1.336, 0.695], [-5.931, 1.967, -0.630], [-8.735, 2.580, 0.107], [-2.131, -1.300, -8.394], [-2.890, -1.234, -7.228], [-3.856, -0.258, -7.191], [-4.653, -0.089, -6.082], [-4.382, -0.948, -5.022], [-3.309, -1.852, -4.972], [-2.598, -2.023, -6.113], [-3.959, 0.498, -7.957], [-5.410, 0.678, -6.016], [-5.067, -0.813, -4.198], [-3.088, -2.416, -4.078], [-1.849, -2.800, -6.154], [4.785, 0.214, 5.483], [5.211, -0.388, 6.696], [6.557, -0.229, 7.088], [6.950, -0.736, 8.300], [6.128, -1.588, 9.047], [4.817, -1.781, 8.615], [4.387, -1.209, 7.437], [7.290, 0.260, 6.464], [7.960, -0.510, 8.608], [6.493, -2.110, 9.920], [4.201, -2.534, 9.087], [3.438, -1.353, 6.942]],
  "mulliken_charge": [-0.5477, -0.1564, -0.3095, -0.3049, -0.3264, -0.1874, 0.3702, 0.3398, 0.3724, 0.3820, 0.3673, -0.4607, -0.5196, 0.2409, 0.2210, 0.2178, 0.3005, -0.3024, 0.1239, -0.1343, -0.5544, -0.3010, -0.5670, -0.2131, 0.3828, 0.3934, 0.3382, 0.4149, 0.4198, -0.2915, 0.2833, -0.3196, -0.3827, -0.3442, -0.3790, -0.3326, 0.3739, 0.3335, 0.3598, 0.3401, 0.3590]
}

***

{
  "formula": "C18H19F5N3O10P2TeY",
  "method": "ωB97M-V with the def2-TZVPD basis set",
  "e_homo_ev": -7.9,
  "charge": 0,
  "lumo_ev": -0.743,
  "de_lowest_kcal_mol": 83.8,
  "species": ["Y", "C", "O", "C", "C", "C", "C", "C", "C", "N", "N", "C", "C", "C", "C", "O", "C", "N", "C", "C", "C", "C", "H", "H", "H", "H", "H", "H", "H", "H", "H", "H", "H", "H", "C", "C", "O", "P", "O", "O", "O", "P", "O", "O", "O", "H", "H", "H", "H", "H", "H", "H", "F", "Te", "F", "F", "F", "F", "O"],
  "coordinates": [[0.330, 0.190, 0.132], [-7.147, 0.768, 7.131], [-6.881, 0.503, 5.762], [-6.248, -0.663, 5.467], [-5.978, -0.890, 4.115], [-5.312, -2.031, 3.725], [-4.921, -2.979, 4.674], [-5.244, -2.781, 5.996], [-5.882, -1.613, 6.410], [-4.312, -4.249, 4.319], [-3.318, -4.319, 3.583], [-2.510, -3.160, 3.265], [-1.986, -2.307, 4.194], [-1.115, -1.261, 3.833], [-0.764, -1.047, 2.522], [-0.002, -0.052, 2.104], [-1.285, -1.959, 1.547], [-0.937, -1.730, 0.234], [-1.442, -2.500, -0.706], [-2.298, -3.574, -0.424], [-2.634, -3.833, 0.874], [-2.135, -3.013, 1.912], [-7.638, 1.734, 7.165], [-6.223, 0.810, 7.711], [-7.809, 0.012, 7.558], [-6.298, -0.151, 3.391], [-5.107, -2.203, 2.676], [-4.968, -3.536, 6.723], [-6.095, -1.470, 7.459], [-2.245, -2.442, 5.236], [-0.717, -0.591, 4.585], [-1.159, -2.268, -1.725], [-2.678, -4.178, -1.235], [-3.286, -4.660, 1.127], [-2.322, 2.834, -3.017], [-0.829, 2.631, -2.737], [-0.111, 3.642, -3.402], [-0.313, 0.928, -3.278], [-1.523, 0.277, -4.084], [0.786, 0.961, -4.387], [-0.029, 0.109, -2.072], [-0.605, 2.716, -0.908], [-1.218, 4.137, -0.584], [0.874, 2.746, -0.479], [-1.316, 1.597, -0.201], [-2.489, 2.835, -4.093], [-2.627, 3.800, -2.616], [-2.927, 2.050, -2.563], [0.815, 3.594, -3.118], [-1.458, 0.382, -5.038], [1.639, 1.281, -4.039], [-0.909, 4.511, 0.249], [4.230, 1.484, 0.463], [2.781, 1.688, -0.664], [2.050, 2.148, -2.451], [2.022, 1.556, 1.180], [3.199, 3.455, -0.574], [4.178, 1.483, -1.872], [2.281, -0.044, -0.787]],
  "mulliken_charge": [1.7123, -0.8637, -0.4242, 0.8675, -0.7816, 0.0411, -0.0205, -0.6121, -0.3492, -0.5872, -0.3272, 0.2228, -0.3767, -0.8630, 0.8228, -0.9764, 0.3721, -0.3024, -0.0626, -1.0336, -0.4939, 0.3829, 0.2343, 0.3543, 0.3456, 0.4249, 0.4159, 0.4079, 0.3938, 0.4335, 0.4766, 0.4839, 0.4089, 0.5233, -1.7724, 1.2740, -0.6351, 0.7845, -0.5418, -0.6414, -0.4778, 0.7666, -0.5417, -0.4182, -0.7296, 0.4407, 0.4314, 0.3861, 0.4459, 0.3589, 0.3875, 0.3735, -0.3427, 1.7409, -0.5240, -0.4476, -0.3108, -0.3858, -0.8710]
}